1.
The following is a DFT calculation (ωB97M-V with the def2-TZVPD basis set) of a molecular structure, C2H3FMnO2P in a non-equilibrium geometry.

Geometry as ORCA input:
```
! wB97M-V def2-TZVPD RIJCOSX def2/J DEFGRID3
* xyz -1 6
P 2.14308 -0.40973 -0.35130
F 1.83745 0.37373 1.44089
O -0.86320 -1.17742 0.33252
C -2.03577 -0.82527 -0.25488
H -2.65158 -1.62308 -0.68888
H 1.47478 -1.20035 -1.33404
C -2.34684 0.48253 -0.43005
O -1.44568 1.45193 -0.18382
Mn 0.03552 0.51820 0.58183
H -3.35482 0.77878 -0.75180
*
```

M   164.0 g/mol
Maximum force   0.0368 Eh/bohr
Expectation value of S²   9.176
Relative energy (zero: lowest compared OMol25 entry of this formula, charge and spin)   0.301 eV
Calculated total energy   -49543.2249 eV

2.
The following is a DFT calculation (ωB97M-V with the def2-TZVPD basis set) of a single C2H3FNP molecule in a non-equilibrium geometry.

Geometry as ORCA input:
```
! wB97M-V def2-TZVPD RIJCOSX def2/J DEFGRID3
* xyz 0 1
C -0.62771 -0.56485 0.04256
C 0.56215 -1.05210 -0.30069
N -1.48088 -0.07811 0.66769
F 3.18042 0.30437 -0.78796
P 2.49008 -0.30248 0.56836
H 0.71256 -2.09391 -0.13905
H 0.65504 -0.75663 -1.34682
H -2.52906 -0.05725 0.54474
*
```

M   91.0 g/mol
Maximum force   0.0820 Eh/bohr
Relative energy (zero: lowest compared OMol25 entry of this formula, charge and spin)   2.262 eV
Calculated total energy   -15615.2500 eV

- Which formula does entry 1 have?
  C2H3FMnO2P